Record 1
This record from the OMol25 dataset describes a structure of composition C32H48Cl3MnN4O3Si2Te at a distorted geometry. The level of theory is ωB97M-V/def2-TZVPD.

The value obtained for the largest force on an atom is 0.0227 Eh/bohr. For the LUMO energy (alpha / beta), the calculation gives -10.9 / -10.9 eV. The net charge is +3. As for the multiplicity: 4. As for the expectation value of S²: 3.772.

```
94
Properties=species:S:1:pos:R:3:mulliken_charge:R:1
Mn -3.9773 0.7234 -0.5357 0.615
Cl -7.9744 -2.4401 4.6838 -0.142
C -6.7859 -1.8440 3.6068 -0.116
C -5.4354 -2.0859 3.8612 -0.674
C -4.4867 -1.6100 2.9872 1.272
Cl -2.8184 -2.0459 3.4421 -0.137
C -4.7408 -0.8636 1.8235 0.106
O -3.7774 -0.4496 1.0487 -0.705
C -6.1320 -0.6359 1.6110 0.427
C -6.5856 0.0848 0.4735 -0.486
O -5.8454 0.6054 -0.3853 -0.739
C -7.1206 -1.1261 2.4866 -0.922
H -5.1508 -2.6470 4.7434 0.522
H -7.6622 0.1967 0.3241 0.481
H -8.1636 -0.9279 2.2695 0.450
C 0.3936 -5.0253 0.1053 -1.161
Si -0.7926 -4.1657 1.2288 -0.011
C -2.4952 -4.0232 0.4850 -0.785
C -0.6888 -4.8186 2.9660 -0.941
C -0.0874 -2.3223 1.2484 0.426
Te -0.8821 -0.7770 2.3386 0.573
C 0.1825 -1.0298 4.0833 -0.827
Si 1.8613 0.0228 4.1556 -0.022
C 1.3929 1.7588 3.6496 -0.929
C 3.0411 -0.7585 2.9672 -0.115
C 2.3695 -0.1228 5.9225 -1.025
H 0.1017 -6.0765 0.0204 0.410
H 1.4134 -5.0041 0.4937 0.366
H 0.3974 -4.6087 -0.9036 0.360
H -3.0828 -4.9256 0.6695 0.421
H -2.4026 -3.9207 -0.5993 0.332
H -3.0742 -3.1713 0.8510 0.102
H -1.3121 -5.7118 3.0614 0.412
H -0.9922 -4.1336 3.7593 0.285
H 0.3388 -5.1285 3.1718 0.366
H -0.1018 -1.9623 0.2164 -0.349
H 0.9490 -2.3655 1.6068 0.240
H 0.4002 -2.0920 4.2100 0.492
H -0.4502 -0.6561 4.8927 0.578
H 0.7233 1.8144 2.7827 0.250
H 2.2915 2.3191 3.3816 0.362
H 0.9074 2.2940 4.4696 0.343
H 2.7265 -0.7005 1.9222 -0.441
H 3.2326 -1.8062 3.2160 0.426
H 4.0013 -0.2398 3.0337 0.445
H 1.6196 0.2849 6.6031 0.367
H 3.2969 0.4349 6.0796 0.364
H 2.5613 -1.1604 6.2031 0.359
C 1.4542 2.8017 -5.7459 -1.676
C 2.2074 3.2895 -4.4955 1.426
C 1.9720 4.7965 -4.3388 -1.800
C 3.7119 3.0642 -4.7194 -1.700
C 1.7329 2.4978 -3.2243 2.142
O 1.8194 1.1025 -3.4382 -0.640
C 2.5567 2.9147 -1.9768 -1.594
C 2.3591 2.1227 -0.6622 -1.496
C 2.9295 0.7212 -0.6670 0.991
C 2.1255 -0.4130 -0.6834 1.088
C 2.6751 -1.6867 -0.7431 -1.109
C 4.0521 -1.8369 -0.7398 0.035
Cl 4.7369 -3.4232 -0.7849 -0.201
C 4.8779 -0.7239 -0.6987 -0.986
C 4.3107 0.5415 -0.6707 -0.413
C 0.2171 2.7987 -3.0342 -1.920
N -0.5991 1.7611 -2.3728 1.203
C -1.2376 1.8749 -1.2201 -0.242
N -1.9346 0.7596 -0.9673 0.499
C -1.6852 -0.0010 -2.0918 -0.754
N -0.8973 0.5775 -2.9541 -0.768
H 1.9802 3.1399 -6.6380 0.508
H 0.4451 3.2135 -5.8156 0.405
H 1.3830 1.7150 -5.7934 0.319
H 2.2786 5.3022 -5.2552 0.514
H 2.5563 5.2284 -3.5254 0.360
H 0.9188 5.0442 -4.1829 0.316
H 3.9907 3.4636 -5.6938 0.506
H 4.0023 2.0089 -4.7275 0.387
H 4.3238 3.5773 -3.9785 0.398
H 2.6205 0.9074 -3.9378 0.607
H 2.3548 3.9693 -1.7786 0.553
H 3.6151 2.8455 -2.2262 0.439
H 1.3078 2.0900 -0.3807 -0.119
H 2.8611 2.6839 0.1299 0.587
H 1.0480 -0.2966 -0.7267 -0.410
H 2.0562 -2.5726 -0.8222 0.631
H 5.9523 -0.8501 -0.6960 0.505
H 4.9647 1.4067 -0.6502 0.529
H -0.2559 2.9557 -3.9987 0.328
H 0.0871 3.6962 -2.4318 0.215
H -1.1689 2.7405 -0.5795 0.505
H -2.0898 -0.9895 -2.2510 0.522
N -4.5982 2.7053 -2.8856 -0.050
C -4.3127 1.9986 -2.0288 0.395
H -4.8887 3.3207 -3.6288 0.341
```

---

Record 2
This record from the OMol25 dataset describes a structure of composition C5H8O at a distorted geometry. The level of theory is ωB97M-V/def2-TZVPD.

The value obtained for the largest force on an atom is 0.0264 Eh/bohr. For the LUMO energy, the calculation gives 1.1 eV. As for the energy relative to the best compared isomer or geometry (same formula, charge and spin): 245.4 kJ/mol.

```
14
Properties=species:S:1:pos:R:3:mulliken_charge:R:1
C 1.1136 0.6169 0.1260 -0.612
C 0.9373 -0.9230 0.2240 -0.799
C -0.3864 -0.7958 -0.7164 0.056
O -1.6676 -0.8637 -0.1124 -0.451
C -1.4095 0.4162 0.4815 -0.420
C -0.2686 0.7374 -0.5167 -0.234
H 1.2351 1.1751 1.0621 0.291
H 1.9373 0.8772 -0.5407 0.293
H 1.0034 -1.2635 1.2846 0.280
H 1.7058 -1.4951 -0.2929 0.304
H -0.4475 -1.2849 -1.7080 0.382
H -0.9613 0.2724 1.4639 0.197
H -2.3243 1.0126 0.5012 0.324
H -0.4673 1.5179 -1.2563 0.387
```

---

Record 3
This record from the OMol25 dataset describes a structure of composition C33H31N4O3SeTaTe. The level of theory is ωB97M-V/def2-TZVPD.

The value obtained for the largest force on an atom is 0.0167 Eh/bohr. For the LUMO energy, the calculation gives -6.9 eV. The net charge is +2.

```
74
Properties=species:S:1:pos:R:3:mulliken_charge:R:1
Ta -0.5416 0.3310 -0.7548 0.831
C 3.8276 0.0309 -1.9944 -1.891
C 2.3591 0.2141 -1.8940 0.773
N 1.6862 0.2619 -0.7979 1.877
N 2.3324 0.2021 0.4139 -1.599
C 1.4577 0.2648 1.3666 0.274
O 0.1482 0.3339 1.0562 -0.811
C 1.7948 0.2920 2.7822 0.581
C 3.1390 0.3030 3.1698 -0.383
C 3.4613 0.3423 4.5124 -0.777
C 2.4505 0.3700 5.4676 -0.422
C 1.1164 0.3560 5.0844 -0.886
C 0.7820 0.3169 3.7422 -0.131
C 1.5083 0.3795 -3.0859 0.743
C 1.9998 0.3556 -4.3765 -0.858
C 1.1217 0.5372 -5.4380 -0.566
C -0.2201 0.7440 -5.1740 -0.854
C -0.6505 0.7613 -3.8598 -0.097
N 0.1911 0.5848 -2.8301 0.029
H 4.2760 -0.0211 -1.0083 0.386
H 4.2732 0.8523 -2.5581 0.399
H 4.0396 -0.8939 -2.5363 0.387
H 3.9156 0.2785 2.4180 0.482
H 4.4980 0.3493 4.8185 0.442
H 2.7066 0.4002 6.5182 0.426
H 0.3375 0.3715 5.8340 0.446
H -0.2559 0.2961 3.4402 0.491
H 3.0537 0.1972 -4.5513 0.563
H 1.4868 0.5181 -6.4558 0.474
H -0.9379 0.8925 -5.9676 0.482
H -1.6897 0.9230 -3.6112 0.499
Se -5.1550 1.3374 -1.2516 0.072
C -3.4646 1.2561 -1.1978 0.574
N -2.2567 1.2047 -1.1821 -0.423
C -1.3135 4.3422 -0.4165 -0.834
Te 0.4184 3.1568 -0.8019 0.355
C 0.8680 3.5677 1.2488 -0.487
C 0.2201 4.9131 1.4753 0.353
C 0.6627 5.7647 2.4799 -0.806
C 0.0343 6.9829 2.6805 -0.616
C -1.0340 7.3568 1.8769 -0.575
C -1.4743 6.5131 0.8696 -0.856
C -0.8497 5.2888 0.6674 0.494
H -2.1190 3.6816 -0.0963 0.362
H -1.6055 4.8507 -1.3323 0.623
H 1.9462 3.5757 1.3915 0.732
H 0.4275 2.7803 1.8605 0.204
H 1.5002 5.4772 3.1029 0.472
H 0.3867 7.6477 3.4570 0.417
H -1.5158 8.3128 2.0275 0.415
H -2.3013 6.8103 0.2371 0.463
C -2.2175 -7.7213 -0.2871 -1.547
C -1.9291 -6.2573 -0.3842 0.516
C -0.7165 -5.7984 -0.8939 -0.953
C -0.4245 -4.4529 -0.9938 0.391
C 0.9262 -4.0689 -1.5331 -1.250
C -1.4022 -3.5219 -0.5437 0.440
C -2.6413 -3.9672 -0.0023 0.875
C -3.7269 -3.0505 0.4857 -1.384
C -2.8711 -5.3281 0.0507 -0.812
C -1.1483 -2.1222 -0.6340 1.081
O -0.2246 -1.5934 -1.4079 -0.598
O -1.7739 -1.1991 0.0070 -0.739
H -1.4708 -8.3152 -0.8095 0.372
H -3.1996 -7.9492 -0.7016 0.392
H -2.2285 -8.0322 0.7595 0.335
H 0.0228 -6.5204 -1.2169 0.373
H 1.5562 -4.9540 -1.5848 0.432
H 1.4254 -3.3343 -0.9018 0.203
H 0.8494 -3.6455 -2.5349 0.236
H -3.9362 -2.2377 -0.2081 0.277
H -3.4517 -2.5947 1.4376 0.247
H -4.6411 -3.6207 0.6312 0.431
H -3.8182 -5.6809 0.4394 0.433
```

---

Question: Number 1 is which compound?
Answer: C32H48Cl3MnN4O3Si2Te